Entry 1:
DFT (ωB97M-V/def2-TZVPD) results for the molecule C9H11NO2.

Values from the calculation:
**HOMO-LUMO gap**: 8.36 eV
**Charge**: 0
**Structure (SMILES)**: O=Cc1ccc(N2CCCC2)o1
**LUMO energy**: 0.663 eV
**HOMO**: -7.6928 eV
**ΔE to the lowest compared entry with this formula, charge and spin**: 183.2 kJ/mol

Geometry as XYZ:
```
23
Properties=species:S:1:pos:R:3:forces:R:3
C -0.183 1.770 -2.971 -1.939 -1.612 -1.060
C 0.462 1.350 -1.766 -0.058 0.347 0.377
C 1.635 1.704 -1.172 -0.346 -0.618 -0.191
C 1.687 0.915 -0.001 3.666 1.336 1.898
C 0.571 0.174 0.104 -1.270 0.067 -0.294
C -1.331 -1.257 0.906 0.115 0.867 0.759
C -1.297 -2.311 2.003 -1.005 0.093 0.928
C -0.370 -1.740 3.071 -0.332 0.699 0.814
C 0.655 -0.944 2.291 2.073 0.411 -0.776
H 0.384 2.510 -3.557 -0.116 0.139 0.026
H 2.377 2.377 -1.579 -0.087 -0.053 0.219
H 2.506 1.011 0.740 -0.744 -0.369 -0.566
H -2.113 -0.487 1.075 0.405 -0.263 0.107
H -1.556 -1.687 -0.043 0.196 -0.248 -0.889
H -0.861 -3.217 1.655 0.223 -0.824 -0.621
H -2.310 -2.556 2.425 0.921 0.283 -0.517
H -0.982 -1.029 3.676 0.627 -0.610 -0.038
H 0.134 -2.500 3.705 -0.625 0.530 -0.265
H 1.635 -1.503 2.135 -1.134 0.275 0.087
H 1.002 0.018 2.730 -0.537 -0.499 0.147
N 0.027 -0.667 1.000 -0.357 -0.692 0.341
O -1.243 1.266 -3.394 1.942 1.298 0.731
O -0.179 0.453 -0.950 -1.618 -0.556 -1.218
```
Positions in Å, forces in eV/Å.

---

Entry 2:
DFT (ωB97M-V/def2-TZVPD) results for the molecule C9H11NO2.

Values from the calculation:
**HOMO-LUMO gap**: 8.65 eV
**Charge**: 0
**Structure (SMILES)**: OC[C@H]1COc2ccccc2N1
**LUMO energy**: 0.890 eV
**HOMO**: -7.7572 eV
**ΔE to the lowest compared entry with this formula, charge and spin**: 338.0 kJ/mol

Geometry as XYZ:
```
23
Properties=species:S:1:pos:R:3:forces:R:3
C -0.230 1.460 -1.700 -1.161 -3.031 -1.064
C -0.718 -0.171 -1.840 0.658 3.368 3.632
C 0.532 -1.018 -1.829 -1.201 -1.749 2.114
C 0.719 -0.482 0.478 3.782 -1.660 0.203
C 1.469 -0.592 1.668 -0.790 3.012 2.532
C 0.919 -0.088 2.955 0.650 -1.380 -2.631
C -0.497 0.194 3.010 0.218 -1.331 1.583
C -1.232 0.010 1.868 5.316 -0.493 -2.005
C -0.597 -0.292 0.569 -5.559 0.298 1.114
H 1.498 1.251 -2.312 -0.565 0.777 -1.346
H 0.093 1.609 -0.636 -0.049 0.370 -1.288
H -1.093 2.018 -2.013 -0.493 0.458 0.547
H -1.294 -0.167 -2.727 -0.609 -0.654 -0.747
H 0.198 -2.064 -1.701 0.180 0.209 -0.450
H 1.127 -0.914 -2.660 1.141 0.194 -2.124
H 2.560 -0.723 1.623 -0.645 -0.230 -0.111
H 1.697 -0.057 3.745 -1.221 0.109 -0.206
H -1.196 0.241 3.960 2.194 0.383 -1.629
H -2.214 -0.015 2.009 -4.144 0.135 -0.222
H -2.411 -0.645 -0.435 -1.213 -0.172 -0.085
N -1.468 -0.426 -0.559 3.612 0.720 -0.801
O 0.699 1.653 -2.754 1.894 -0.447 2.079
O 1.437 -0.781 -0.719 -1.995 1.113 0.903
```
Positions in Å, forces in eV/Å.

---

Entry 3:
DFT (ωB97M-V/def2-TZVPD) results for a 2-piece molecular cluster, C9H11NO2S overall.

Values from the calculation:
**HOMO-LUMO gap (spin up / spin down)**: 3.44 / 6.50 eV
**Charge**: 0
**LUMO energy (spin up / spin down)**: -0.025 / -0.727 eV
**HOMO (spin up / spin down)**: -3.4618 / -7.2232 eV
**ΔE to the lowest compared entry with this formula, charge and spin**: 21.3 kJ/mol
**Spin multiplicity**: 3

Geometry as XYZ:
```
24
Properties=species:S:1:pos:R:3:forces:R:3
C 1.966 -1.080 1.414 -1.646 0.098 1.254
C 3.174 -1.407 0.882 2.158 -1.391 1.694
C 1.091 -0.531 0.501 -2.364 -0.701 3.500
C 1.688 -0.306 -0.689 4.097 0.013 -3.290
C -3.465 -1.184 -0.669 0.015 -1.537 -0.548
C 0.792 0.034 -1.718 -3.103 -0.706 -3.540
C -0.453 0.531 -0.885 0.127 2.086 -0.918
C -0.326 -0.331 0.322 0.874 1.597 0.971
C -0.308 2.112 -0.490 -0.448 -1.529 -0.893
N -1.155 0.291 1.464 -0.443 -4.252 0.989
O -3.415 -1.872 -1.587 0.084 0.089 -0.787
O -3.552 -0.611 0.323 -0.333 1.291 1.206
S 3.313 -1.089 -0.802 -1.053 0.990 -1.203
H 1.592 -1.189 2.409 0.494 -0.575 0.799
H 3.970 -2.021 1.366 -0.860 0.767 -0.397
H 1.120 0.647 -2.633 -0.438 -0.534 1.580
H 0.381 -0.966 -2.183 0.696 1.280 0.188
H -1.476 0.392 -1.266 0.485 0.100 -0.901
H 0.020 2.852 -1.232 0.555 -0.852 -0.188
H 0.350 2.071 0.363 0.296 0.712 0.359
H -1.288 2.515 -0.288 -0.470 -0.029 0.809
H -2.174 0.035 1.374 1.330 0.392 0.095
H -1.059 1.229 1.687 0.369 2.989 -0.334
H -0.787 -0.124 2.336 -0.421 -0.300 -0.445
```
Positions in Å, forces in eV/Å.

---

Entry 4:
DFT (ωB97M-V/def2-TZVPD) results for the molecule C9H11NO3.

Values from the calculation:
**HOMO-LUMO gap**: 9.14 eV
**Charge**: 0
**Structure (SMILES)**: CC1=CC=CC[C@H]1C(=O)N(O)C=O
**LUMO energy**: 0.385 eV
**HOMO**: -8.7568 eV
**ΔE to the lowest compared entry with this formula, charge and spin**: 458.2 kJ/mol

Geometry as XYZ:
```
24
Properties=species:S:1:pos:R:3:forces:R:3
C 2.760 0.851 0.610 -3.649 -0.208 -1.101
C 2.351 -0.163 -0.370 1.312 -1.209 -0.798
C -1.286 -0.793 0.544 -0.081 1.589 0.561
C -2.342 0.908 -1.150 0.586 -1.080 -0.017
C 1.764 1.578 1.141 -0.900 -2.136 -0.882
C 0.297 1.252 0.886 -1.954 1.519 -0.354
C 0.194 -0.251 0.726 -1.543 -0.280 -0.949
C 1.131 -0.726 -0.360 0.730 0.667 0.147
C 0.605 -1.684 -1.393 4.039 -0.473 0.343
N -2.323 -0.071 -0.149 0.011 -1.464 1.431
O -1.683 -1.691 1.247 0.434 -0.404 0.108
O -3.319 1.564 -1.377 0.807 -0.028 -0.372
O -3.598 -0.541 0.235 -0.021 0.095 0.704
H 3.751 1.096 0.636 2.402 0.618 0.666
H 3.163 -0.537 -1.084 -1.387 0.584 0.841
H 1.873 2.291 1.850 0.939 2.491 1.843
H -1.358 0.800 -1.735 -1.085 0.870 0.552
H -0.474 1.577 1.740 2.039 -0.432 -1.648
H -0.077 1.859 -0.081 0.850 -1.362 1.891
H 0.483 -0.684 1.690 -0.015 -0.185 -0.071
H 0.843 -1.164 -2.344 -0.561 -1.047 0.149
H -0.389 -1.753 -1.141 -2.387 -0.851 -0.542
H 1.158 -2.707 -1.257 -1.212 1.757 -0.668
H -3.523 -1.010 1.134 0.645 0.970 -1.836
```
Positions in Å, forces in eV/Å.

---

Entry 5:
DFT (ωB97M-V/def2-TZVPD) results for C9H11NO3 as an isolated structure.

Values from the calculation:
**HOMO-LUMO gap (spin up / spin down)**: 7.37 / 7.29 eV
**Charge**: 0
**LUMO energy (spin up / spin down)**: 0.266 / 0.214 eV
**HOMO (spin up / spin down)**: -7.1025 / -7.0761 eV
**ΔE to the lowest compared entry with this formula, charge and spin**: 594.2 kJ/mol

Geometry as XYZ:
```
24
Properties=species:S:1:pos:R:3:forces:R:3
C 0.515 2.450 0.756 0.159 -0.975 -1.240
C -0.572 2.031 0.008 -0.660 0.828 1.380
C -1.429 -1.154 -0.618 2.571 0.605 0.432
C 1.672 0.215 1.423 -0.646 -0.528 -1.464
C 1.374 1.215 0.288 -1.234 0.726 2.272
C 0.853 -1.568 0.097 -0.906 0.044 -0.440
C 2.074 -1.069 0.713 0.904 -1.645 0.264
C 0.087 0.812 -0.377 1.237 -3.406 -0.113
C -3.430 -0.165 -1.393 1.015 -4.019 -2.835
N -0.127 -0.651 -0.239 -1.217 1.924 -0.985
O -1.708 -2.308 -0.595 -0.901 -0.476 -0.001
O 3.145 -0.810 -0.214 0.700 2.995 3.834
O -2.087 -0.101 -1.022 -0.256 1.914 0.642
H 0.755 3.241 1.465 -0.232 0.013 -0.480
H -1.599 2.476 -0.104 1.208 -0.809 0.013
H 2.488 0.569 1.950 1.470 0.728 1.624
H 0.790 -0.070 2.039 0.663 0.767 -0.177
H 2.275 1.394 -0.279 -0.043 0.186 -0.320
H 0.536 -2.587 0.265 -0.255 0.147 -0.383
H 2.484 -1.894 1.382 -0.650 1.124 -0.324
H -3.520 -1.309 -1.475 -1.029 1.627 -0.627
H -3.524 0.385 -2.335 -0.036 -0.452 0.036
H -4.158 0.167 -0.754 -1.162 1.132 2.332
H 3.107 -1.269 -0.982 -0.701 -2.449 -3.441
```
Positions in Å, forces in eV/Å.

---

Entry 6:
DFT (ωB97M-V/def2-TZVPD) results for the molecule C9H11NO3.

Values from the calculation:
**HOMO-LUMO gap**: 9.80 eV
**Charge**: 0
**Structure (SMILES)**: CONC(=O)c1ccccc1OC
**LUMO energy**: 0.759 eV
**HOMO**: -9.0435 eV
**ΔE to the lowest compared entry with this formula, charge and spin**: 407.1 kJ/mol

Geometry as XYZ:
```
24
Properties=species:S:1:pos:R:3:forces:R:3
C -0.360 -3.254 -0.618 0.239 -2.064 -1.611
C 0.295 -0.158 -1.428 2.498 0.351 -2.816
C 0.299 0.107 -0.002 -0.269 0.649 1.020
C 1.086 -0.602 0.897 0.104 0.753 1.109
C 1.078 -0.241 2.245 -1.418 0.742 0.299
C 0.218 0.781 2.697 -0.190 -0.751 0.047
C -0.523 1.503 1.768 -0.648 0.567 0.576
C -0.442 1.235 0.392 0.763 -1.351 1.091
C -0.551 3.015 -1.168 -1.557 0.270 0.641
H 0.277 -2.880 0.246 -1.384 -0.733 -0.739
H 0.466 -3.774 -1.391 -2.385 1.233 1.903
H -1.265 -4.020 -0.440 2.391 1.693 0.190
H 0.029 -1.440 -2.950 -0.357 -0.248 1.215
H 1.796 -1.359 0.630 -0.063 -0.431 -0.580
H 1.548 -0.832 2.999 0.691 -0.338 0.128
H -0.034 0.935 3.786 0.753 -0.156 -1.333
H -1.247 2.183 2.247 0.341 0.043 -0.987
H 0.376 2.755 -1.610 0.990 -0.001 -0.193
H -1.230 3.402 -1.952 0.193 -0.489 0.502
H -0.519 3.748 -0.360 0.487 0.259 -0.240
N 0.037 -1.436 -1.904 -0.626 1.076 -0.594
O -1.020 -2.146 -1.290 1.714 -0.608 0.022
O 0.827 0.648 -2.216 -1.130 -1.278 0.979
O -1.142 1.833 -0.581 -1.137 0.810 -0.629
```
Positions in Å, forces in eV/Å.

---

Entry 7:
DFT (ωB97M-V/def2-TZVPD) results for the molecule C9H11NO3.

Values from the calculation:
**HOMO-LUMO gap**: 9.03 eV
**Charge**: 0
**Structure (SMILES)**: O=[N+]([O-])[C@@]1(C2CC2)C=CC=C[C@H]1O
**LUMO energy**: 0.090 eV
**HOMO**: -8.9378 eV
**ΔE to the lowest compared entry with this formula, charge and spin**: 684.7 kJ/mol

Geometry as XYZ:
```
24
Properties=species:S:1:pos:R:3:forces:R:3
C -2.407 -1.220 0.771 3.514 1.389 -0.856
C -1.180 -1.224 1.586 0.550 2.395 -4.089
C -2.230 -0.792 -0.489 0.270 0.438 2.347
C -0.050 -0.633 1.147 1.719 0.095 1.463
C 2.535 0.837 0.241 -1.180 0.634 1.549
C 2.334 -0.469 -0.478 0.796 -1.806 2.225
C -0.936 -0.296 -1.097 -1.105 -0.667 0.242
C 1.366 0.645 -0.677 -0.513 -2.429 2.896
C 0.000 0.323 -0.065 0.365 -1.475 0.722
N -0.533 1.604 0.457 -0.506 1.664 -0.675
O -1.602 1.907 -0.056 -0.209 0.746 0.516
O 0.104 2.321 1.210 -0.507 -0.909 -0.204
O -1.129 0.407 -2.345 0.750 -1.137 1.397
H -3.227 -1.568 1.294 -2.022 -0.696 0.045
H -1.270 -1.786 2.402 0.434 -2.040 3.501
H -3.016 -0.882 -1.113 -2.437 0.042 -2.374
H 0.935 -0.681 1.732 -1.793 0.035 -0.687
H 2.380 1.087 1.323 -0.478 -1.132 -0.933
H 3.249 1.566 -0.013 1.155 0.318 -1.220
H 3.146 -0.787 -1.083 0.222 0.333 -1.296
H 2.062 -1.412 0.132 -0.009 1.892 -0.877
H -0.558 -1.318 -1.234 1.053 0.248 -0.899
H 1.177 1.052 -1.588 0.364 1.526 -2.612
H -1.151 1.320 -2.058 -0.435 0.535 -0.183
```
Positions in Å, forces in eV/Å.

---

Entry 8:
DFT (ωB97M-V/def2-TZVPD) results for a 2-piece molecular cluster, C9H11NO3 overall.

Values from the calculation:
**HOMO-LUMO gap (spin up / spin down)**: 4.66 / 5.61 eV
**Charge**: 0
**LUMO energy (spin up / spin down)**: 0.528 / -2.680 eV
**HOMO (spin up / spin down)**: -4.1341 / -8.2945 eV
**ΔE to the lowest compared entry with this formula, charge and spin**: 99.4 kJ/mol
**Spin multiplicity**: 3

Geometry as XYZ:
```
24
Properties=species:S:1:pos:R:3:forces:R:3
C 2.760 -1.698 0.173 -0.035 1.248 1.597
C 2.172 -0.881 1.131 -0.782 0.229 0.529
C 2.069 -1.890 -1.034 -0.199 0.439 1.346
C 0.779 -0.580 0.993 -1.296 2.279 4.257
C 0.795 -1.313 -1.244 -1.392 -0.398 -3.216
C 0.084 -0.707 -0.200 0.009 -1.661 -1.571
C -2.366 -2.276 0.957 -0.082 -1.254 0.735
C -0.846 2.124 -0.052 -3.977 -2.498 -5.676
C -1.805 0.973 0.279 5.599 -2.056 3.491
N -1.273 -0.530 -0.296 0.010 4.461 -0.161
O -2.955 -2.587 0.019 -1.042 0.046 -1.859
O -1.867 -2.214 1.985 0.781 0.795 1.282
O -1.794 -0.549 -1.652 0.380 -0.646 1.727
H 3.763 -2.068 0.478 -0.753 -0.125 -0.982
H 2.570 -0.674 2.107 0.512 -0.145 0.068
H 2.613 -2.478 -1.665 0.615 -1.390 -2.408
H 0.195 -0.112 1.897 1.310 -1.125 -1.736
H 0.200 -1.387 -2.224 1.479 -0.103 1.564
H -0.987 2.923 0.520 -1.076 3.414 2.382
H 0.130 1.938 -0.063 4.078 -1.582 0.612
H -1.004 2.366 -1.164 -0.057 0.216 1.517
H -2.737 0.949 -0.076 -3.485 0.467 -1.432
H -1.768 0.935 1.422 -0.488 -0.623 -1.527
H -2.432 -1.270 -1.515 -0.108 0.010 -0.539
```
Positions in Å, forces in eV/Å.

---

Entry 9:
DFT (ωB97M-V/def2-TZVPD) results for C9H11NO7P2PdS2Se as an isolated structure.

Values from the calculation:
**HOMO-LUMO gap (spin up / spin down)**: 8.64 / 4.63 eV
**Charge**: 0
**LUMO energy (spin up / spin down)**: 0.398 / -3.464 eV
**HOMO (spin up / spin down)**: -8.2448 / -8.0901 eV
**Spin multiplicity**: 5

Geometry as XYZ:
```
34
Properties=species:S:1:pos:R:3:forces:R:3
Pd -0.159 -0.069 -1.136 1.865 0.902 -0.150
C -3.503 -1.543 1.553 0.001 -0.056 -0.009
C -1.991 -1.495 1.453 0.424 0.464 -0.870
O -1.362 -2.156 2.528 0.110 -0.227 0.481
P -1.398 -2.392 -0.046 -0.735 -0.951 -0.109
O -2.223 -1.931 -1.328 0.030 -0.463 0.280
O -1.884 -3.897 0.143 -0.299 0.213 -0.094
O 0.041 -2.302 -0.358 0.117 0.373 -0.110
P -1.347 0.225 1.246 -0.405 0.453 0.662
O -1.791 0.952 2.604 0.171 -0.303 0.014
O -2.034 0.832 0.054 -0.015 -0.256 -0.079
O 0.149 0.135 1.201 0.053 -0.218 -0.018
H -3.875 -2.546 1.339 -0.084 -0.007 0.073
H -3.929 -0.830 0.846 -0.115 -0.030 -0.008
H -3.807 -1.266 2.561 0.033 0.032 -0.004
H -0.601 -1.626 2.805 0.083 -0.188 -0.075
H -3.173 -1.812 -1.245 -0.250 0.152 0.067
H -1.351 -4.386 0.772 0.199 -0.183 0.284
H -2.456 1.617 2.432 -0.318 0.311 -0.019
S 0.652 2.338 -0.939 0.378 -0.366 -0.114
C 2.349 2.089 -0.804 -0.959 0.105 -0.170
C 3.118 3.175 -0.352 0.548 0.286 0.201
C 4.482 3.081 -0.236 -0.582 0.324 0.073
C 5.129 1.883 -0.561 -0.082 -0.654 -0.198
C 4.402 0.812 -1.015 0.602 0.260 0.119
C 3.007 0.882 -1.160 -0.497 -0.745 -0.484
S 2.220 -0.499 -1.831 -0.280 0.577 0.493
H 2.603 4.087 -0.091 -0.008 0.096 0.030
H 5.057 3.925 0.116 0.000 0.070 0.031
H 6.197 1.797 -0.444 0.137 -0.015 -0.022
H 4.882 -0.116 -1.277 0.144 -0.105 -0.006
Se -0.951 0.361 -3.390 0.569 0.049 -0.092
C -2.671 0.363 -2.862 -0.468 0.118 -0.267
N -3.785 0.315 -2.577 -0.367 -0.016 0.090
```
Positions in Å, forces in eV/Å.

---

Entry 10:
DFT (ωB97M-V/def2-TZVPD) results for the molecule C9H11NOS.

Values from the calculation:
**HOMO-LUMO gap (spin up / spin down)**: 8.18 / 8.18 eV
**Charge**: 0
**LUMO energy (spin up / spin down)**: -0.387 / -0.382 eV
**HOMO (spin up / spin down)**: -8.5645 / -8.5649 eV
**ΔE to the lowest compared entry with this formula, charge and spin**: 527.8 kJ/mol

Geometry as XYZ:
```
23
Properties=species:S:1:pos:R:3:forces:R:3
C -1.176 -1.596 -3.032 0.179 1.349 -1.371
C -1.031 -0.285 -2.505 0.076 -0.422 0.596
C -0.917 -2.761 -2.254 -1.799 2.845 -2.005
C -0.583 -0.135 -1.180 -0.555 -2.267 -2.607
C -0.723 -2.577 -0.914 1.072 0.860 -1.905
C -0.369 -1.319 -0.488 -0.735 1.560 1.290
C 1.002 1.380 2.271 -1.341 3.592 -2.429
C 1.941 0.649 1.129 -3.671 -0.297 0.689
C -0.430 1.189 2.105 0.106 -3.506 0.141
N 1.643 -0.694 1.281 -1.028 -1.288 -0.707
O -0.089 -2.366 1.870 -0.707 0.270 -0.114
S 0.122 -1.096 1.180 1.890 0.464 1.753
H -1.493 -1.637 -4.133 0.513 -0.359 1.812
H -1.257 0.685 -2.992 0.021 -1.158 -0.352
H -1.162 -3.632 -2.808 0.160 -1.206 0.371
H -0.484 0.858 -0.878 0.453 1.102 1.230
H -0.707 -3.404 -0.323 0.269 -1.913 2.088
H 1.477 0.942 3.040 0.666 -1.216 3.478
H 1.089 2.523 2.324 0.625 -1.419 -0.420
H 1.632 1.099 0.241 -0.019 0.778 -1.966
H 2.918 0.759 1.355 3.114 0.981 0.690
H -1.047 0.589 2.772 0.467 0.256 0.532
H -1.108 1.666 1.439 0.244 0.994 -0.792
```
Positions in Å, forces in eV/Å.